Entry 1:
{
  "formula": "C13H42N14O9S",
  "method": "ωB97M-V/def2-TZVPD",
  "species": ["N", "C", "C", "C", "C", "O", "S", "O", "O", "C", "C", "C", "N", "H", "H", "H", "H", "H", "H", "H", "H", "H", "H", "H", "H", "H", "H", "H", "H", "H", "H", "C", "O", "N", "N", "H", "H", "H", "H", "C", "O", "N", "N", "H", "H", "H", "H", "C", "O", "N", "N", "H", "H", "H", "H", "C", "O", "N", "N", "H", "H", "H", "H", "C", "O", "N", "N", "H", "H", "H", "H", "C", "O", "N", "N", "H", "H", "H", "H"],
  "coordinates": [[4.60502, 0.47261, 1.98641], [3.88882, 0.46400, 0.69188], [2.73852, 1.50396, 0.58316], [2.67141, 2.50844, 1.72556], [1.52418, 3.52822, 1.60780], [0.48993, 3.12256, 0.67442], [-0.98923, 3.15874, 1.35823], [-1.47176, 4.51201, 1.19063], [-1.74718, 2.35107, 0.19938], [-1.97476, 0.92980, 0.38688], [-0.94717, 0.15355, 1.18159], [-1.19871, -1.34588, 0.93960], [-0.84336, -2.13527, 2.12183], [5.10905, -0.40277, 2.07536], [3.93694, 0.47641, 2.75205], [4.62986, 0.67637, -0.08313], [3.47444, -0.52689, 0.47013], [2.87910, 2.05687, -0.35120], [1.79108, 0.97386, 0.47369], [3.60106, 3.07592, 1.80053], [2.54400, 1.98781, 2.67945], [1.06987, 3.68474, 2.59324], [1.90653, 4.49645, 1.27720], [-1.96204, 0.52649, -0.62834], [-2.97402, 0.80750, 0.80968], [0.06210, 0.38429, 0.83458], [-1.04038, 0.32917, 2.25820], [-0.57832, -1.62512, 0.08130], [-2.24324, -1.51740, 0.65119], [-0.42165, -3.01743, 1.86070], [-0.14097, -1.65460, 2.67018], [-4.65292, 6.24004, -0.62784], [-5.38132, 7.19423, -0.88219], [-3.89780, 6.17320, 0.50268], [-4.53533, 5.17124, -1.46672], [-3.29072, 5.40015, 0.71669], [-3.95145, 6.94482, 1.13979], [-5.09102, 5.19846, -2.30594], [-3.92848, 4.39294, -1.28911], [0.39918, -0.76445, -2.96470], [0.58484, -0.63287, -1.76222], [1.28985, -1.37451, -3.78748], [-0.73480, -0.30515, -3.57729], [1.15605, -1.50810, -4.77801], [2.12990, -1.71893, -3.36340], [-1.41388, 0.16056, -3.00619], [-0.90754, -0.41135, -4.55882], [3.21232, -3.04554, 4.15996], [2.19541, -2.54388, 3.71530], [3.20702, -4.18060, 4.91254], [4.44345, -2.48909, 3.93545], [4.04015, -4.59129, 5.28685], [2.31939, -4.60799, 5.12776], [4.47224, -1.64714, 3.38774], [5.29766, -2.86999, 4.29538], [-6.44866, 6.30945, -4.36370], [-6.70168, 5.34579, -3.65730], [-6.17087, 6.18784, -5.69903], [-6.40681, 7.56895, -3.85401], [-5.95326, 6.96628, -6.29067], [-6.19268, 5.26477, -6.08921], [-6.51675, 7.65579, -2.85487], [-6.18408, 8.37992, -4.39822], [1.26925, -7.13171, 6.34467], [1.28762, -5.92269, 6.50742], [0.10700, -7.81815, 6.14863], [2.40600, -7.89175, 6.35191], [0.06351, -8.81049, 6.01752], [-0.74255, -7.28436, 6.14027], [3.27491, -7.41868, 6.51204], [2.40834, -8.88546, 6.22330], [1.68152, -4.09385, -6.44265], [1.11342, -3.07440, -6.08300], [2.59036, -4.73739, -5.65494], [1.44312, -4.66608, -7.65677], [3.06461, -5.57604, -5.93011], [2.77272, -4.34937, -4.74840], [0.77691, -4.21346, -8.25448], [1.89275, -5.50424, -7.97197]],
  "forces_ev_per_angstrom": [[-0.3, -0.1, 0.0], [-0.1, 0.0, 0.0], [0.4, -0.1, -0.2], [-0.4, 0.0, 0.2], [0.1, 0.1, 0.0], [0.0, -0.2, 0.3], [0.1, 0.0, -0.2], [-0.1, 0.2, 0.1], [0.3, 0.0, 0.1], [0.1, -0.2, -0.3], [-0.2, -0.5, 0.1], [0.6, 0.0, -0.2], [-0.2, 0.1, 0.1], [0.2, 0.2, -0.2], [0.0, 0.0, -0.1], [0.0, 0.0, 0.1], [0.0, 0.1, 0.0], [-0.1, -0.1, 0.0], [0.2, 0.2, 0.1], [0.0, -0.1, 0.0], [0.0, 0.0, -0.1], [0.1, 0.0, -0.1], [-0.2, -0.1, -0.1], [-0.1, 0.1, 0.1], [0.0, 0.0, 0.0], [-0.2, 0.1, 0.2], [0.1, 0.2, -0.1], [-0.2, 0.0, -0.1], [0.0, 0.0, 0.2], [-0.1, 0.0, 0.0], [0.1, -0.1, 0.0], [0.2, -0.2, 0.0], [-0.1, 0.1, 0.0], [-0.2, 0.0, 0.1], [-0.1, 0.2, -0.1], [0.1, 0.1, 0.0], [0.0, 0.0, 0.0], [-0.2, -0.2, 0.0], [0.0, 0.1, 0.1], [0.0, 0.0, -0.1], [0.0, 0.0, 0.1], [0.1, 0.2, 0.0], [0.0, 0.0, 0.0], [0.0, -0.2, 0.2], [0.0, 0.0, 0.0], [0.0, 0.0, 0.0], [0.0, 0.0, 0.0], [0.0, -0.1, 0.1], [-0.2, 0.1, -0.1], [-0.1, 0.0, -0.2], [0.2, 0.1, -0.1], [0.0, 0.1, 0.0], [0.0, 0.0, 0.2], [-0.1, -0.1, 0.1], [0.0, 0.0, 0.0], [0.1, 0.4, 0.2], [0.1, -0.4, -0.1], [-0.1, -0.1, -0.1], [-0.2, 0.0, -0.1], [0.0, 0.0, 0.0], [0.0, 0.0, 0.0], [0.2, 0.0, 0.1], [0.1, 0.0, 0.0], [-0.1, -0.1, 0.0], [0.1, 0.0, -0.1], [0.0, 0.0, 0.0], [0.0, 0.0, 0.0], [0.0, 0.0, 0.0], [0.0, 0.0, 0.0], [0.0, 0.0, 0.0], [0.0, 0.0, 0.0], [0.0, 0.0, 0.0], [0.0, 0.0, -0.2], [0.1, 0.0, 0.0], [0.0, 0.0, -0.1], [0.0, 0.0, 0.0], [0.0, 0.0, 0.0], [0.0, 0.0, 0.0], [0.0, 0.0, 0.0]],
  "lowdin_charge": [-0.02, -0.25, -0.18, -0.18, -0.23, -0.33, 0.91, -0.39, -0.31, -0.22, -0.20, -0.28, 0.00, 0.04, 0.05, 0.10, 0.10, 0.12, 0.07, 0.12, 0.10, 0.10, 0.12, 0.11, 0.13, 0.08, 0.11, 0.09, 0.11, 0.06, 0.04, -0.67, -0.01, 0.16, 0.17, 0.04, 0.10, 0.06, 0.09, -0.67, 0.01, 0.16, 0.16, 0.06, 0.10, 0.09, 0.10, -0.68, 0.02, 0.16, 0.15, 0.09, 0.07, 0.06, 0.09, -0.68, 0.01, 0.15, 0.16, 0.09, 0.10, 0.08, 0.09, -0.67, 0.02, 0.15, 0.15, 0.09, 0.11, 0.10, 0.09, -0.67, 0.01, 0.16, 0.15, 0.10, 0.10, 0.11, 0.10],
  "homo_lumo_gap_ha": 0.3231,
  "e_lumo_ev": 0.343,
  "total_energy_ha": -2362.679494
}

***

Entry 2:
{
  "formula": "C5H9N3O",
  "method": "ωB97M-V/def2-TZVPD",
  "species": ["C", "C", "C", "C", "C", "N", "N", "N", "O", "H", "H", "H", "H", "H", "H", "H", "H", "H"],
  "coordinates": [[-0.43344, -1.24314, -1.79377], [0.35829, -0.06390, -1.66966], [-0.59532, -2.29236, -0.96111], [-1.20746, -1.33608, 1.19627], [1.08935, 2.80249, 0.66359], [0.81926, 0.64613, -0.67859], [1.07152, 0.41517, 0.53402], [-0.80049, -2.40825, 0.31308], [1.28465, 1.55078, 1.28923], [-0.77311, -1.39519, -2.81018], [0.58469, 0.40635, -2.61958], [-0.33595, -0.68922, 1.40365], [-1.96059, -0.72743, 0.69726], [-1.60604, -1.73290, 2.12685], [1.27610, 3.54359, 1.43786], [0.06416, 2.89318, 0.29291], [1.78295, 2.93387, -0.17147], [-0.61856, -3.30309, 0.74966]],
  "forces_ev_per_angstrom": [[0.7, 1.9, -0.5], [-1.2, -2.0, -1.8], [0.5, -1.6, 1.3], [0.0, 0.6, 0.4], [-0.1, 0.2, -0.4], [1.2, 2.3, 3.2], [-0.5, -0.9, -1.7], [-0.1, 0.1, -0.4], [0.2, -0.2, 0.1], [-0.1, 0.0, -0.1], [-0.1, 0.0, -0.1], [-0.3, -0.3, 0.1], [0.0, 0.0, 0.0], [-0.1, -0.1, 0.0], [0.0, -0.1, 0.0], [0.1, 0.1, 0.0], [-0.1, 0.1, 0.1], [0.0, 0.1, -0.1]],
  "nbo_charge": [-0.36, -0.06, 0.17, -0.45, -0.29, -0.27, 0.08, -0.51, -0.36, 0.23, 0.19, 0.24, 0.21, 0.20, 0.20, 0.18, 0.19, 0.40],
  "homo_lumo_gap_ha": [0.2588, 0.2660],
  "e_above_lowest_kcal_mol": 155.90,
  "e_lumo_ev": [-0.111, -0.118],
  "total_energy_ha": -435.209272
}

***

Entry 3:
{
  "formula": "C3H7FS",
  "method": "ωB97M-V/def2-TZVPD",
  "species": ["C", "C", "C", "H", "H", "H", "H", "H", "H", "H", "F", "S"],
  "coordinates": [[0.78066, -0.95995, -1.08200], [-0.51450, 1.23359, 0.03659], [-0.49853, 0.07735, 1.19180], [1.55015, -1.41906, -2.07582], [1.82508, -0.79767, -0.41348], [-0.30101, -1.69877, -0.54130], [-1.32763, 1.93116, -0.04839], [0.56230, 1.70225, 0.15689], [-0.23676, 0.57701, 2.16833], [0.25950, -0.63929, 1.17936], [-1.71186, -0.48344, 1.18389], [-0.38740, 0.47684, -1.75587]],
  "forces_ev_per_angstrom": [[0.7, -1.9, -1.5], [4.2, -2.2, -0.3], [-0.4, 4.7, -0.1], [-3.4, 0.9, 2.6], [-3.6, 0.3, -1.0], [4.4, 1.6, -1.8], [-0.3, 0.2, 0.8], [-2.4, -0.3, -0.2], [-1.0, 0.0, -0.6], [1.1, -1.1, -1.0], [-1.4, -1.1, 0.5], [2.0, -0.9, 2.8]],
  "nbo_charge": [-0.85, -0.51, 0.05, 0.25, 0.24, 0.27, 0.23, 0.21, 0.15, 0.18, -0.35, 0.12],
  "homo_lumo_gap_ha": 0.3398,
  "e_above_lowest_kcal_mol": 92.34,
  "e_lumo_ev": 0.574,
  "total_energy_ha": -616.395630
}